No. 1
Computed, not measured: a structure of composition C25H18Cl2N2O4W, with ωB97M-V with the def2-TZVPD basis set.

CARTESIAN COORDINATES (ANGSTROEM)
W: 0.41494 0.01665 0.19463
Cl: -6.55639 1.44874 1.55404
C: -4.84448 1.36502 1.42337
C: -4.05020 1.75126 2.51253
C: -2.67240 1.70376 2.44741
C: -2.06932 1.23841 1.28675
O: -0.72292 1.19069 1.22199
C: -2.84777 0.86308 0.18001
C: -2.26670 0.51245 -1.05969
N: -0.99033 0.35227 -1.31309
C: -0.58240 0.09693 -2.66101
C: -1.25899 0.47883 -3.78532
C: -0.77319 0.10497 -5.05919
C: 0.37838 -0.61565 -5.18769
C: 1.12106 -0.97724 -4.03711
C: 2.34245 -1.68135 -4.08052
C: 3.01527 -1.94881 -2.91879
C: 2.47712 -1.51097 -1.70434
N: 1.31954 -0.86528 -1.61685
C: 0.63357 -0.60132 -2.77524
C: -4.25668 0.93722 0.26184
H: -4.53543 2.09361 3.41712
H: -2.06342 2.01001 3.28629
H: -2.94790 0.38025 -1.89559
H: -2.15788 1.07783 -3.72498
H: -1.32908 0.40475 -5.93640
H: 0.74537 -0.89897 -6.16525
H: 2.74350 -1.99678 -5.03586
H: 3.95646 -2.47879 -2.91385
H: 3.01169 -1.68416 -0.78065
H: -4.86350 0.65621 -0.58886
C: 2.43777 1.39189 0.42287
C: 2.03833 0.98388 1.82353
C: 1.85211 1.98090 2.79211
C: 1.42540 1.65401 4.05848
Cl: 1.19422 2.88331 5.22742
C: 1.17107 0.32272 4.41170
C: 1.33934 -0.68193 3.48914
C: 1.77100 -0.33912 2.20949
O: 1.85621 -1.27839 1.14841
C: 1.31660 -2.63326 1.37399
C: -0.20847 -2.59153 1.35643
O: -0.85545 -3.46206 1.84166
O: -0.70564 -1.52959 0.70973
H: 2.78891 2.42350 0.42850
H: 1.58990 1.54028 -0.33367
H: 3.18461 0.75672 -0.04872
H: 2.04771 3.01437 2.53993
H: 0.84000 0.09062 5.41472
H: 1.12872 -1.70440 3.76593
H: 1.72934 -3.03477 2.29272
H: 1.68793 -3.21075 0.52993

Output
E_LUMO (alpha / beta): -7.2 / -7.7 eV
<S²>: 2.01
M: 665.2 g/mol
Spin multiplicity: 3
E_HOMO (alpha / beta): -14.1 / -14.2 eV
Charge: +2

=====

No. 2
Computed, not measured: a structure of composition C30H45BCl3N10O4P2PbS, with ωB97M-V with the def2-TZVPD basis set.

CARTESIAN COORDINATES (ANGSTROEM)
Pb: -7.74533 18.70882 2.44653
B: -10.36342 20.70687 1.19719
N: -9.08035 21.44160 0.78609
C: -8.81011 22.68763 0.38127
C: -7.48724 22.72075 -0.12827
C: -7.11647 21.40426 -0.05361
N: -8.00847 20.62797 0.57450
N: -10.52588 20.46083 2.71438
C: -11.74456 20.59647 3.27128
C: -11.59215 20.46596 4.67443
C: -10.18081 20.33183 4.84081
N: -9.52223 20.45137 3.71231
H: -11.37127 21.35353 0.89910
H: -10.26806 19.62574 0.68469
H: -9.47836 23.46226 0.52704
H: -7.00443 23.51130 -0.66449
H: -6.24661 20.94704 -0.45791
H: -12.67635 20.84291 2.78288
H: -12.41331 20.25898 5.33695
H: -9.63052 20.32109 5.79683
C: -5.15084 14.96775 6.13252
N: -6.17170 15.53270 5.30851
C: -6.22993 14.86245 3.97401
P: -7.29264 16.74743 5.67594
O: -8.05092 17.03101 4.39573
O: -6.36449 17.99084 6.14827
P: -5.74872 19.37196 5.51949
O: -6.36698 19.55908 4.17067
N: -4.17241 18.99820 5.46971
C: -3.38023 18.45319 6.53284
C: -3.32744 19.74101 4.52910
N: -6.12965 20.52206 6.59289
C: -6.07057 21.92178 6.11466
C: -6.23956 20.26891 8.04084
N: -8.41554 16.56799 6.89445
C: -9.78071 16.08491 6.56908
C: -8.04788 16.75925 8.30001
H: -4.16748 15.13187 5.64057
H: -5.32901 13.91332 6.35682
H: -5.16810 15.47478 7.08552
H: -7.04226 14.13394 3.89884
H: -5.28471 14.43901 3.88792
H: -6.23932 15.58113 3.10918
H: -4.02048 17.85088 7.26680
H: -2.79564 19.22599 7.04326
H: -2.69941 17.79652 6.05017
H: -3.95790 20.14902 3.73241
H: -2.52977 19.17758 4.07772
H: -2.92633 20.67859 5.02860
H: -6.72348 22.06638 5.21592
H: -5.04926 22.20241 5.85257
H: -6.42794 22.59644 6.90196
H: -5.50379 19.58015 8.34729
H: -7.23597 19.89503 8.34764
H: -5.98265 21.18663 8.54164
H: -9.79060 14.95901 6.53055
H: -10.12742 16.42116 5.62644
H: -10.51263 16.37988 7.37076
H: -7.87003 15.82098 8.81919
H: -8.76591 17.35168 8.86850
H: -7.10693 17.29701 8.38005
Cl: -4.28542 21.66979 -7.38604
C: -4.12556 20.89040 -5.89111
C: -4.56084 21.46936 -4.62613
C: -4.04337 20.94141 -3.45554
C: -3.03772 19.97216 -3.41586
C: -2.20806 19.62425 -2.21951
C: -2.82246 18.45314 -1.34139
N: -4.20407 18.56285 -0.79634
C: -5.31794 18.41940 -1.59317
C: -6.36462 18.06123 -0.77365
N: -5.87005 17.96523 0.52844
C: -4.58090 18.19448 0.45100
O: -1.92117 20.83739 -1.48492
C: -2.73537 21.05502 -0.30353
C: -2.60470 22.51541 0.04580
C: -1.77018 22.94278 1.07021
Cl: -0.98947 21.94515 2.25757
S: -1.41621 24.66830 0.90386
C: -2.48513 24.77973 -0.46145
C: -2.97634 23.58549 -0.83389
C: -2.85077 19.25955 -4.60276
Cl: -1.81001 17.88412 -4.64400
C: -3.38851 19.72460 -5.80461
H: -5.16870 22.38502 -4.55613
H: -4.45128 21.27928 -2.51206
H: -1.18167 19.29155 -2.47805
H: -2.07978 18.14128 -0.55659
H: -2.72820 17.58874 -2.07223
H: -5.38123 18.51548 -2.68151
H: -7.37473 17.94179 -1.06628
H: -3.85378 17.95603 1.19212
H: -2.29866 20.45078 0.43861
H: -3.77749 20.80570 -0.47710
H: -2.55741 25.75615 -0.88892
H: -3.64943 23.32800 -1.73264
H: -3.13617 19.12287 -6.66492

Output
E_LUMO: -2.3 eV
M: 1028.1 g/mol
E_HOMO: -10.4 eV
Charge: +1

=====

No. 3
Computed, not measured: a cluster of 2 separate species, C3H12N2O in total, with ωB97M-V with the def2-TZVPD basis set.

CARTESIAN COORDINATES (ANGSTROEM)
C: -0.92830 -0.06480 -2.48793
C: -0.07407 -0.11980 -1.22641
N: 0.00439 -1.48013 -0.82327
C: -0.81009 0.82927 -0.24452
N: 0.06732 1.06279 1.02294
H: -0.64774 -0.97451 -3.05041
H: -1.97251 -0.15121 -2.34394
H: -0.71566 0.76824 -3.13098
H: 0.93331 0.29751 -1.49144
H: 0.46301 -1.53474 0.05867
H: -0.91280 -1.90057 -0.92018
H: -1.69269 0.40574 0.12831
H: -1.02467 1.74048 -0.76904
H: -0.23841 2.04285 1.33660
H: 0.95667 1.15488 0.57433
O: 1.64088 -0.23652 3.23480
H: 1.33728 -0.79762 2.51996
H: 0.75992 -0.10553 3.56518

Output
E_LUMO: 0.9 eV
Structure (SMILES): C[C@H](N)CN.O
M: 92.1 g/mol
E_HOMO: -9.3 eV

=====

> Look up the M of the first one.

665.2 g/mol

=====

> What is the M in the first record?

665.2 g/mol